No. 1
The following is a DFT calculation (ωB97M-V/def2-TZVPD) of C4H5N3 in the gas phase.

As for the LUMO energy: -1.84 eV. Its SMILES is [H]/N=C1\N=CN=C1C. As for the HOMO energy: -10.081 eV. Its energy relative to the best compared isomer or geometry (same formula, charge and spin) is 91.0 kcal per mole.

Each line ends with the Löwdin charge.
Positions of all 12 atoms, in Å:
H (1.7858, -1.0105, -1.3422)  0.03
N (1.3659, -1.2594, -0.4813)  0.25
C (0.5715, -0.1678, -0.3960)  -0.43
N (0.5343, 0.5651, -1.6027)  0.08
C (-0.6021, 1.2969, -1.4329)  -0.11
N (-1.0739, 1.2792, -0.0870)  0.16
C (-0.4170, 0.2420, 0.3723)  -0.37
C (-0.3862, -0.5993, 1.5868)  -0.02
H (-0.8567, 1.9868, -2.2515)  0.12
H (0.6360, -0.8248, 1.8783)  0.08
H (-0.6941, -1.6013, 1.3838)  0.09
H (-0.8635, 0.0931, 2.3724)  0.12

=====

No. 2
The following is a DFT calculation (ωB97M-V/def2-TZVPD) of 2 unconnected molecules or ions with the total composition C4H5N3.

As for the LUMO energy: -0.05 eV. Its SMILES is C1=C=NC=NC=1.N. As for the HOMO energy: -9.511 eV. Its energy relative to the best compared isomer or geometry (same formula, charge and spin) is 100.6 kcal per mole.

Each line ends with the Löwdin charge.
Positions of all 12 atoms, in Å:
C (0.0534, 0.4279, -0.0220)  -0.02
C (1.1415, 1.0576, 0.1254)  -0.08
N (2.4037, 1.0088, 0.2084)  0.13
C (2.6663, -0.3400, 0.0860)  -0.18
N (1.7498, -1.2780, -0.0690)  0.07
C (0.4470, -0.9263, -0.1199)  -0.14
H (3.7145, -0.6176, 0.1243)  0.12
H (-0.2721, -1.7370, -0.2410)  0.10
N (-2.8052, 0.3511, 0.0045)  -0.01
H (-2.8298, 0.6512, -0.9667)  0.01
H (-3.7687, 0.2461, 0.3106)  0.01
H (-2.4010, 1.1307, 0.5163)  -0.01

=====

No. 3
The following is a DFT calculation (ωB97M-V/def2-TZVPD) of C4H5N3 in the gas phase.

As for the LUMO energy: 0.44 eV. Its SMILES is C=Nn1cccn1. As for the HOMO energy: -9.289 eV. Its energy relative to the best compared isomer or geometry (same formula, charge and spin) is 80.5 kcal per mole.

Each line ends with the Löwdin charge.
Positions of all 12 atoms, in Å:
C (-2.3193, -0.0582, 0.0393)  -0.02
N (-1.4148, -0.9546, -0.0190)  0.05
N (-0.1374, -0.5382, -0.1223)  -0.24
C (0.1893, 0.6992, -0.1284)  -0.11
C (1.5570, 0.6478, 0.0168)  -0.07
C (1.9208, -0.6983, 0.0672)  -0.17
N (0.8554, -1.4186, -0.0841)  0.09
H (-2.0197, 1.0481, -0.1196)  0.09
H (-3.3623, -0.3834, 0.2003)  0.08
H (-0.4175, 1.5085, 0.0290)  0.08
H (2.3001, 1.4457, 0.0222)  0.09
H (2.8484, -1.2979, 0.0986)  0.12

=====

No. 4
The following is a DFT calculation (ωB97M-V/def2-TZVPD) of 2 unconnected molecules or ions with the total composition C4H5N3.

As for the LUMO energy: -0.35 eV. As for the HOMO energy: -10.740 eV. Its energy relative to the best compared isomer or geometry (same formula, charge and spin) is 117.7 kcal per mole.

Each line ends with the Löwdin charge.
Positions of all 12 atoms, in Å:
C (-1.5812, 0.7001, 0.5307)  -0.07
N (-0.0741, -0.3992, -0.8106)  0.08
C (0.9973, -0.7785, -0.2727)  -0.22
C (2.0773, -1.3646, -1.0171)  -0.18
N (2.9415, -1.8108, -1.6395)  0.16
C (0.7670, 1.4314, 1.6539)  -0.03
N (-0.1620, 1.4275, 0.9110)  -0.10
H (-1.7942, -0.4002, 0.5111)  0.08
H (-1.9804, 1.0902, -0.4140)  0.07
H (-2.0199, 1.1074, 1.4045)  0.04
H (-0.1902, -0.5166, -1.8049)  0.10
H (1.1568, -0.6004, 0.7979)  0.07

=====

No. 5
The following is a DFT calculation (ωB97M-V/def2-TZVPD) of C4H5N3 in the gas phase.

As for the LUMO energy (alpha / beta): -0.10 / -0.10 eV. As for the HOMO energy (alpha / beta): -8.069 / -8.068 eV. Its energy relative to the best compared isomer or geometry (same formula, charge and spin) is 132.1 kcal per mole.

Each line ends with the Löwdin charge.
Positions of all 12 atoms, in Å:
C (-1.5905, -1.0448, 0.2503)  -0.16
C (0.7662, 1.5144, -0.1920)  0.02
C (0.2755, 0.1814, -0.4249)  -0.44
N (-0.7758, 0.1415, 0.3907)  -0.10
N (1.1360, 2.5748, 0.0451)  0.37
C (1.7395, -0.8430, -0.0042)  -0.19
N (2.2563, -1.7944, 0.4127)  0.03
H (1.3744, 3.4968, 0.3484)  0.14
H (0.2437, -0.1115, -1.4888)  0.13
H (-2.5371, -0.9033, 0.7716)  0.06
H (-1.0853, -1.9164, 0.6947)  0.07
H (-1.8029, -1.2955, -0.8036)  0.07

=====

No. 6
The following is a DFT calculation (ωB97M-V/def2-TZVPD) of C4H5N3 in the gas phase.

As for the LUMO energy: 0.41 eV. Its SMILES is C=NN/C=C/C#N. As for the HOMO energy: -8.816 eV. Its energy relative to the best compared isomer or geometry (same formula, charge and spin) is 82.1 kcal per mole.

Each line ends with the Löwdin charge.
Positions of all 12 atoms, in Å:
C (2.5365, -0.5401, -0.0410)  -0.08
N (1.3406, -0.4483, -0.3446)  -0.04
N (0.5348, 0.6220, -0.0090)  -0.05
C (-0.8386, 0.7137, -0.0685)  -0.12
C (-1.5090, -0.4207, 0.1253)  -0.10
C (-2.9672, -0.3350, -0.0770)  -0.23
N (-4.1458, -0.2953, -0.1300)  0.11
H (3.2102, 0.3348, 0.3639)  0.10
H (3.1099, -1.4601, 0.0868)  0.06
H (1.0132, 1.5055, -0.0360)  0.13
H (-1.2536, 1.6873, -0.1702)  0.12
H (-1.0310, -1.3638, 0.3002)  0.09

=====

No. 7
The following is a DFT calculation (ωB97M-V/def2-TZVPD) of a molecular structure, C4H5N3.

As for the LUMO energy: 1.06 eV. As for the HOMO energy: -9.248 eV. Its energy relative to the best compared isomer or geometry (same formula, charge and spin) is 81.8 kcal per mole.

Each line ends with the Löwdin charge.
Positions of all 12 atoms, in Å:
N (0.2830, -0.2371, -2.2296)  0.15
C (0.2846, 0.0928, -0.9123)  -0.50
N (1.1847, 0.7562, -0.2702)  0.14
C (0.2052, 0.8541, 0.7882)  -0.29
C (0.1760, -0.1857, 1.8538)  -0.01
C (-0.7009, -0.8826, 1.1344)  -0.10
N (-0.8352, -0.0369, -0.0316)  0.06
H (-0.6054, -0.4999, -2.6224)  0.09
H (0.8445, 0.3887, -2.7916)  0.10
H (-0.2187, 1.8436, 0.9536)  0.14
H (0.6925, -0.3425, 2.7890)  0.09
H (-1.3102, -1.7507, 1.3388)  0.10

=====

No. 8
The following is a DFT calculation (ωB97M-V/def2-TZVPD) of a molecular structure, C4H5N3.

As for the LUMO energy: -0.97 eV. As for the HOMO energy: -9.929 eV. Its energy relative to the best compared isomer or geometry (same formula, charge and spin) is 72.6 kcal per mole.

Each line ends with the Löwdin charge.
Positions of all 12 atoms, in Å:
C (2.2680, -0.0506, -0.0256)  -0.16
C (-0.0647, -0.3618, -0.1628)  -0.46
C (-2.1792, -0.7271, 0.0456)  -0.09
C (-1.7284, 0.8136, 0.0623)  -0.04
H (2.3291, 0.8019, -0.7682)  0.09
H (3.2272, -0.5486, 0.1965)  0.07
H (2.2083, 0.6162, 0.9287)  0.10
H (-3.2504, -0.8586, -0.0601)  0.10
H (-2.3574, 1.6294, 0.1574)  0.07
N (1.1146, -0.8660, -0.0310)  0.06
N (-1.1157, -1.4081, -0.1204)  0.12
N (-0.4513, 0.9597, -0.2224)  0.14

=====

No. 9
The following is a DFT calculation (ωB97M-V/def2-TZVPD) of C4H5N3 in the gas phase.

As for the LUMO energy: 0.46 eV. Its SMILES is N#C[C@H]1CN=CN1. As for the HOMO energy: -9.635 eV. Its energy relative to the best compared isomer or geometry (same formula, charge and spin) is 40.9 kcal per mole.

Each line ends with the Löwdin charge.
Positions of all 12 atoms, in Å:
N (2.5446, -0.7889, 1.0556)  0.16
C (1.4382, -0.6853, 0.7489)  -0.15
C (0.5979, -0.1700, -0.3581)  -0.33
C (-0.7042, -0.9275, -0.5352)  -0.18
N (-1.6533, -0.1782, 0.2982)  0.05
C (-1.1199, 0.9630, 0.4961)  -0.23
N (0.1228, 1.1770, -0.0865)  0.04
H (1.2609, -0.1469, -1.2426)  0.15
H (-1.0397, -0.9541, -1.5765)  0.12
H (-0.5715, -1.9484, -0.1775)  0.11
H (-1.6032, 1.7640, 1.0441)  0.12
H (0.7711, 1.8562, 0.2937)  0.13

=====

No. 10
The following is a DFT calculation (ωB97M-V/def2-TZVPD) of a molecular structure, C4H5N3.

As for the LUMO energy: 0.18 eV. As for the HOMO energy: -9.224 eV. Its energy relative to the best compared isomer or geometry (same formula, charge and spin) is 105.0 kcal per mole.

Each line ends with the Löwdin charge.
Positions of all 12 atoms, in Å:
C (0.2507, -0.0315, 1.5914)  -0.07
N (0.7335, -0.2126, 0.2199)  -0.07
C (-0.2094, 0.2919, -0.8762)  -0.32
C (0.3327, 0.1310, -2.1857)  -0.23
N (0.8104, 0.0615, -3.2420)  0.15
C (-1.5997, 0.0556, -0.6567)  -0.22
N (-2.7170, -0.1431, -0.4120)  0.15
H (0.2121, 1.0401, 1.8097)  0.10
H (0.9662, -0.5025, 2.2672)  0.09
H (-0.7459, -0.4589, 1.7415)  0.08
H (1.1633, -1.1155, 0.0215)  0.15
H (0.8032, 0.8841, -0.2786)  0.19

=====

no.,calculated total energy (eV)
1,-8695.865
2,-8695.452
3,-8696.320
4,-8694.708
5,-8694.085
6,-8696.252
7,-8696.264
8,-8696.666
9,-8698.038
10,-8695.261